91
Properties=species:S:1:pos:R:3:forces:R:3 method="wB97M-V/def2-TZVPD" lumo_ev="3.84 / 3.84" spin_multiplicity=2 relative_energy_ev=0.519 fmax_ev_per_a=4.7 total_energy_ha=-4346.07277 total_charge=-2 homo_ev="-0.2 / -1.9" s2=0.755 homo_lumo_gap_ev="4.03 / 5.73"
O 0.08689 0.72264 2.16758 1.32 -0.96 1.47
V -0.03894 1.46863 0.73472 -1.39 -1.43 -1.19
O -0.25024 0.34002 -0.41810 0.27 -0.54 -1.23
C -1.44144 2.71814 -3.50406 -1.42 0.75 2.15
F -0.20892 2.68685 -3.96784 0.64 0.48 -0.79
F -2.30923 3.20485 -4.46348 1.13 -0.66 0.74
F -1.75222 1.47893 -3.18849 -0.79 -1.02 -0.64
S -1.58540 3.69471 -1.85614 -1.71 0.13 1.02
O -3.02141 3.71118 -1.45053 2.99 -0.30 -1.29
O -0.69838 2.97795 -0.90468 -0.55 1.28 -1.40
O -1.06450 4.96016 -2.34631 0.23 0.13 0.33
C -3.81996 2.11318 3.22405 -1.91 1.23 -2.67
F -3.87836 3.49306 3.00898 -0.88 -1.34 0.55
F -2.79642 1.96265 3.94254 2.11 -1.09 2.71
F -4.97998 1.66834 3.87148 1.82 0.92 -0.91
S -3.53052 1.35733 1.50662 0.23 0.87 -2.98
O -2.09394 1.68535 1.12157 -4.32 -0.38 1.73
O -3.86077 -0.07543 1.59104 0.59 1.47 0.67
O -4.52041 2.13485 0.74243 1.26 -1.09 1.16
C -2.93185 -5.89488 3.23125 0.44 -0.03 1.21
O -3.57943 -4.63982 3.45953 1.81 -1.03 -0.44
C -2.74619 -3.53539 2.95140 -2.32 -0.05 0.58
C -2.73947 -3.64990 1.47377 -0.20 2.24 -0.75
N -2.38071 -2.32385 0.84407 0.65 -3.96 1.09
C -2.24804 -2.43421 -0.57178 -0.52 2.98 -0.23
C -3.57123 -2.14888 -1.39945 1.85 -1.31 1.81
O -4.17349 -3.42952 -1.56524 -1.04 1.41 -2.76
C -5.27231 -3.16616 -2.51890 0.61 -2.34 2.37
H -2.01881 -5.95137 3.82392 0.23 0.15 0.61
H -2.50784 -6.16021 2.26279 -0.87 0.46 -0.65
H -3.55631 -6.71036 3.59616 -0.31 0.15 -0.19
H -1.73317 -3.43225 3.34032 -0.05 -0.39 0.51
H -3.39348 -2.72246 3.28041 0.58 0.54 -0.15
H -3.71863 -4.01846 1.16799 -0.37 0.07 -0.13
H -2.06901 -4.48200 1.25888 0.64 0.45 -0.81
H -2.74939 -1.47097 1.24003 -0.28 -0.16 -0.06
H -1.70205 -3.34560 -0.81543 -0.52 -0.22 -0.38
H -1.57822 -1.60554 -0.80145 0.29 0.15 -0.48
H -3.32070 -1.60581 -2.31071 0.05 -0.46 -0.60
H -4.30273 -1.51994 -0.89207 0.34 0.31 0.56
H -6.03455 -2.69282 -1.89999 -0.27 0.55 -0.60
H -5.58493 -4.19893 -2.67304 -0.51 0.14 -0.77
H -4.98946 -2.65169 -3.43727 0.11 0.09 0.22
C 1.28054 -2.84667 1.62330 0.64 -1.62 1.66
O 2.31105 -2.93390 0.66208 -0.69 1.92 -1.45
C 3.24597 -1.87857 0.87475 0.96 -1.42 -1.07
C 3.86203 -1.62124 -0.52685 2.21 1.37 1.31
N 3.05277 -0.75575 -1.30628 -1.96 -0.93 -0.36
C 3.36614 -0.79918 -2.69496 -0.86 1.37 -2.46
C 2.07624 -0.48401 -3.61107 2.89 -0.60 2.31
O 1.23020 -1.59403 -3.26764 0.36 2.62 -1.65
C -0.08242 -1.21868 -3.65146 -1.03 -0.91 1.48
H 1.91596 -3.21287 2.42968 -0.96 -0.15 1.57
H 0.49739 -3.58312 1.44328 0.11 0.05 -0.39
H 0.81213 -1.91541 1.94178 0.27 0.63 -0.94
H 3.98539 -2.23425 1.59227 0.70 -0.46 -0.08
H 2.87123 -1.03157 1.44944 -0.74 0.48 -0.94
H 4.24884 -2.46244 -1.10203 -0.84 -1.17 0.32
H 4.81461 -1.09359 -0.47910 0.55 0.37 0.95
H 2.19328 -1.28591 -1.28849 -1.32 0.64 0.29
H 3.67377 -1.76818 -3.08804 0.55 -0.37 0.28
H 4.11102 -0.02645 -2.88505 0.45 -0.11 -0.40
H 2.35393 -0.32938 -4.65370 0.09 -1.21 -0.55
H 1.82798 0.55803 -3.40951 -1.46 -0.23 1.02
H -0.42709 -0.34661 -3.09576 0.31 0.22 -0.09
H -0.67583 -2.03082 -3.23147 -0.45 -0.10 -0.54
H -0.23099 -1.09057 -4.72366 0.20 -0.12 -0.18
C -0.09067 3.92868 3.38290 -2.34 0.08 -0.69
O 0.38885 3.15826 2.31166 2.22 2.14 0.09
C 1.71100 3.63534 1.96545 0.31 -2.14 0.03
C 2.53763 2.45776 1.44324 0.38 -0.01 -0.89
N 2.13142 1.88089 0.13119 0.49 2.29 0.21
C 2.49416 2.84557 -0.96346 1.39 -0.95 -0.75
C 4.03942 2.89898 -1.15016 -0.53 -0.84 -1.35
O 4.61653 3.83116 -0.34030 0.80 1.91 2.43
C 6.02639 3.79283 -0.23352 -0.57 -0.42 -0.77
H 0.49059 3.90495 4.30467 0.31 -0.10 -0.19
H -1.11194 3.59293 3.56287 0.21 -0.57 0.39
H -0.33564 4.93149 3.03296 0.75 0.63 0.14
H 2.32230 3.85455 2.84086 -0.51 0.66 0.51
H 1.72409 4.47714 1.27312 -0.33 0.11 0.00
H 2.54556 1.59557 2.11008 -0.27 0.37 0.44
H 3.55459 2.81649 1.28445 0.17 0.22 0.61
H 2.92041 1.27637 -0.04816 -0.86 -1.66 0.07
H 2.14819 3.87799 -0.91336 -0.50 -0.31 0.27
H 2.18817 2.37384 -1.89724 -0.69 0.23 0.05
H 4.33518 3.08962 -2.18180 -0.51 0.82 -0.76
H 4.53469 1.92839 -1.12231 -0.23 -0.79 1.11
H 6.46465 4.70751 0.16573 -0.52 0.39 -0.43
H 6.30471 3.58115 -1.26591 1.16 0.11 0.03
H 6.41174 3.03530 0.44894 -0.29 -0.63 -0.08